1.
Computed, not measured: a single H2N3P3 molecule, with ωB97M-V/def2-TZVPD.

Calculated values
Energy above the lowest of the compared OMol25 structures with the same formula, charge and spin = 35.87 kcal per mole
Frontier orbital gap = 7.105 eV
Structure (SMILES) = N1=[P@]23NP=[P@]12N3

```
! wB97M-V def2-TZVPD RIJCOSX def2/J DEFGRID3
* xyz 0 1
N -2.4858 -0.4383 0.9098
P -1.0855 -1.1939 0.7467
N -0.1578 0.7458 1.0162
P -0.7912 1.9401 0.1624
P -2.4363 0.2232 -0.6788
N -1.1861 -0.9590 -0.9325
H 0.6390 0.8393 1.7403
H -0.3043 -1.1330 -1.4239
*
```

Results of the Löwdin charge analysis, in e, for atoms 1 through 2: atom 1 (N): -0.656, atom 2 (P): 0.575

2.
Computed, not measured: a molecular structure, BrH2PS, with ωB97M-V/def2-TZVPD.

Calculated values
Energy above the lowest of the compared OMol25 structures with the same formula, charge and spin = 79.04 kcal per mole
Frontier orbital gap (spin up / spin down) = 5.436 / 5.440 eV

```
! wB97M-V def2-TZVPD RIJCOSX def2/J DEFGRID3
* xyz 0 1
P 1.3179 -0.9140 0.1662
S -2.7391 1.2762 0.0164
Br -1.4744 -0.4784 -0.1034
H 1.2740 0.2933 0.9023
H 1.6215 -0.1771 -0.9816
*
```

Results of the Löwdin charge analysis, in e, for atoms 1 through 2: atom 1 (P): 0.615, atom 2 (S): -0.216

3.
Computed, not measured: a single C4H12N2O molecule, with ωB97M-V/def2-TZVPD.

Calculated values
Energy above the lowest of the compared OMol25 structures with the same formula, charge and spin = 88.33 kcal per mole
Frontier orbital gap = 9.331 eV
Structure (SMILES) = CNCCNCO

```
! wB97M-V def2-TZVPD RIJCOSX def2/J DEFGRID3
* xyz 0 1
C 1.7929 2.6418 0.6675
N 1.1644 1.4137 0.4503
C -0.3019 1.3353 0.7838
C -0.9121 -0.0505 0.3193
N -0.3167 -0.6175 -0.8391
C -0.8810 -1.9344 -1.2043
O -0.4940 -2.9248 -0.1785
H 2.2069 2.7942 1.7390
H 2.6595 2.7301 0.0498
H 1.0595 3.3698 0.3195
H 1.1456 0.7201 -0.3489
H -0.3717 1.3944 1.7844
H -0.8742 2.1224 0.3724
H -1.9737 0.1178 -0.0080
H -0.8118 -0.6460 1.3036
H 0.2061 -0.0265 -1.5114
H -0.2652 -2.0817 -2.0941
H -2.0246 -2.0479 -1.3710
H -1.1253 -2.5751 0.5171
*
```

Results of the Löwdin charge analysis, in e, for atoms 1 through 2: atom 1 (C): -0.174, atom 2 (N): -0.154

4.
Computed, not measured: a molecular structure, C25H33KNO9PS3Te, with ωB97M-V/def2-TZVPD.

Calculated values
Energy above the lowest of the compared OMol25 structures with the same formula, charge and spin = 7.24 kcal per mole
Frontier orbital gap = 6.185 eV

```
! wB97M-V def2-TZVPD RIJCOSX def2/J DEFGRID3
* xyz -2 1
K 0.5980 -0.8145 -1.3865
C 1.2448 2.6081 4.2957
C 1.4712 1.1118 4.5104
S 2.1849 0.2779 3.0687
C 1.0906 -1.1543 2.9172
C -0.4017 -0.8778 2.7601
S -0.8041 0.1965 1.3605
C -1.9011 1.4233 2.0986
C -1.3481 2.2321 3.2672
S 0.2013 3.1033 2.9022
H 2.1998 3.0906 4.0779
H 0.8616 3.0496 5.2207
H 0.5332 0.6233 4.7738
H 2.1351 0.9955 5.3724
H 1.2376 -1.8312 3.7636
H 1.4780 -1.6466 2.0231
H -0.8280 -0.4370 3.6626
H -0.9030 -1.8362 2.5999
H -2.8238 0.9306 2.4180
H -2.1701 2.0518 1.2488
H -1.1796 1.5932 4.1349
H -2.1070 2.9636 3.5545
O -1.4770 3.5793 -6.1477
C -1.4214 2.6651 -5.1224
C -2.0009 2.9176 -3.8930
C -1.9137 1.9469 -2.9038
N -1.2802 0.7874 -3.0912
C -0.7313 0.5486 -4.2889
C -0.7733 1.4628 -5.3332
C -0.0306 -0.8146 -4.5379
O 0.6858 -0.8663 -5.5549
O -0.2626 -1.7176 -3.6997
C -2.6251 2.2229 -1.5606
O -2.9261 3.4110 -1.3394
O -2.8540 1.2222 -0.8412
H -1.9343 4.3564 -5.8117
H -2.5156 3.8421 -3.6583
H -0.2952 1.2139 -6.2692
C -2.6131 -1.9190 -1.2682
C -2.4304 -2.4157 0.1298
O -1.4994 -3.1256 0.4668
C -3.4662 -2.0296 1.1513
C -4.2456 -0.8845 0.9978
C -5.1731 -0.5536 1.9769
C -5.3358 -1.3592 3.0970
C -4.5560 -2.4993 3.2502
C -3.6193 -2.8269 2.2811
H -1.8829 -2.3570 -1.9462
H -2.5179 -0.8231 -1.2952
H -3.6258 -2.1472 -1.6106
H -4.0812 -0.2196 0.1552
H -5.7597 0.3505 1.8666
H -6.0626 -1.0950 3.8565
H -4.6750 -3.1247 4.1272
H -2.9855 -3.6992 2.3844
C 5.4511 -2.7674 1.1335
C 6.0088 -2.0726 -0.0959
O 4.9893 -1.6487 -0.9986
P 3.9213 -0.5022 -0.5582
O 2.8078 -1.0765 0.2465
Te 5.1013 1.3823 0.2796
O 3.2815 -0.2081 -2.0126
C 4.0565 0.3261 -3.0948
C 3.1509 1.1448 -3.9862
H 6.2730 -3.1589 1.7389
H 4.7956 -3.5904 0.8454
H 4.8725 -2.0674 1.7366
H 6.6346 -2.7533 -0.6775
H 6.6100 -1.2069 0.1968
H 4.4969 -0.5134 -3.6383
H 4.8595 0.9405 -2.6788
H 2.3717 0.5310 -4.4400
H 3.7400 1.5858 -4.7944
H 2.6930 1.9532 -3.4138
*
```

Results of the Löwdin charge analysis, in e, for atoms 1 through 2: atom 1 (K): 0.733, atom 2 (C): -0.572

5.
Computed, not measured: 2 unconnected molecules or ions with the total composition C5H12NS2, with ωB97M-V/def2-TZVPD.

Calculated values
Energy above the lowest of the compared OMol25 structures with the same formula, charge and spin = 119.72 kcal per mole
Frontier orbital gap = 8.861 eV

```
! wB97M-V def2-TZVPD RIJCOSX def2/J DEFGRID3
* xyz 1 1
C -0.4757 -0.5507 -1.4526
C -0.9513 -1.7009 -0.6339
C -1.5152 0.6274 0.6024
C 2.4925 0.7447 0.3339
C 2.0606 0.2546 1.4846
N -0.4517 0.6023 -0.5473
S -1.5134 -1.0824 1.0716
S -3.1167 1.2032 0.0411
H 0.5360 -0.5105 -1.8034
H -1.0434 -0.5357 -2.4651
H -1.7471 -2.2163 -1.0869
H -0.0796 -2.5015 -0.6004
H 3.1806 0.1919 -0.2661
H 2.2249 1.7644 -0.1059
H -0.1593 -1.0212 1.3821
H 1.3392 0.8027 2.1786
H 2.3249 -0.6068 2.0908
H 0.4216 0.5805 -0.0051
H -0.4889 1.5930 -1.0332
H -3.0380 2.3612 0.8147
*
```

Results of the Löwdin charge analysis, in e, for atoms 1 through 2: atom 1 (C): -0.220, atom 2 (C): -0.321

6.
Computed, not measured: a molecular structure, C15H38CuN4O8, with ωB97M-V/def2-TZVPD.

Calculated values
Frontier orbital gap (spin up / spin down) = 7.146 / 3.201 eV
<S²> = 0.76

```
! wB97M-V def2-TZVPD RIJCOSX def2/J DEFGRID3
* xyz 2 2
Cu -1.0251 -2.1131 1.4136
C 0.3263 3.3147 3.0380
C 0.0130 3.8339 1.6010
N -1.3790 3.8031 1.3799
C -2.2774 4.8605 1.3122
C -3.5460 4.4028 1.0630
N -3.5880 3.0265 1.1698
C -2.2578 2.7016 1.3757
C -4.6794 2.0855 1.2046
H 0.4668 2.2339 3.0246
H -0.3900 3.6384 3.7932
H 1.2186 3.8155 3.4135
H 0.3922 3.2652 0.7520
H 0.2465 4.8982 1.5711
H -1.8037 5.8273 1.3973
H -4.4856 4.9305 1.1342
H -1.8995 1.6837 1.4194
H -4.9731 1.8263 0.1875
H -5.5373 2.4863 1.7446
H -4.3255 1.2078 1.7456
N 0.5279 0.0419 -0.6054
O 0.2594 -0.9366 0.0565
O -0.1995 0.9597 -0.6555
O 1.6739 0.0994 -0.9688
C -2.2006 -2.1092 -2.1051
O -1.6509 -2.7923 -0.9692
C -1.0061 -4.0175 -1.4128
C 0.1293 -4.3158 -0.4924
N -0.4713 -4.3483 0.7974
C 0.4799 -4.8075 1.8297
C 1.5865 -3.8414 2.2112
O 1.0436 -2.5172 2.3454
C 2.0207 -1.5697 2.7459
H -2.6051 -2.8413 -2.8041
H -1.3426 -1.5874 -2.5290
H -2.9071 -1.2936 -1.9513
H -0.6301 -3.7967 -2.4117
H -1.8291 -4.7322 -1.4147
H 0.9030 -3.5570 -0.6093
H 0.5536 -5.2838 -0.7591
H -1.2077 -5.0383 0.7571
H 0.9364 -5.7163 1.4375
H -0.1309 -5.1930 2.6461
H 2.2805 -3.9626 1.3795
H 1.9489 -4.0654 3.2145
H 2.5989 -1.4580 1.8287
H 2.6459 -1.8661 3.5881
H 1.5390 -0.6613 3.1078
C 3.9690 2.8093 -2.4470
O 2.5808 3.0460 -2.1450
H 4.4136 2.2874 -1.5997
H 4.0620 2.2470 -3.3761
H 4.5299 3.7247 -2.6354
H 2.1702 2.1882 -2.0141
C 4.8247 -0.9126 -1.6653
O 3.8065 -1.2032 -2.5495
H 4.5283 -0.9665 -0.6178
H 5.6644 -1.5830 -1.8486
H 5.0874 0.1215 -1.8887
H 3.0210 -1.0738 -2.0130
C -2.6799 1.4135 -2.9553
O -1.3378 1.7487 -3.1232
H -2.8590 0.4881 -3.5026
H -2.9846 1.3223 -1.9127
H -3.3173 2.1521 -3.4416
H -0.9212 1.6693 -2.2620
*
```

Results of the Löwdin charge analysis, in e, for atoms 1 through 2: atom 1 (Cu): 0.731, atom 2 (C): -0.032